{
  "formula": "C32H34As2BF6N3O3RuS2",
  "method": "wB97M-V/def2-TZVPD",
  "elements": ["Ru", "S", "C", "S", "C", "C", "N", "C", "N", "C", "As", "C", "C", "O", "H", "H", "H", "H", "H", "H", "H", "H", "H", "N", "H", "H", "H", "C", "C", "C", "C", "C", "C", "C", "C", "C", "C", "C", "C", "C", "C", "C", "H", "H", "H", "H", "H", "H", "H", "H", "H", "H", "F", "As", "F", "F", "F", "F", "F", "C", "C", "C", "C", "C", "C", "C", "C", "O", "B", "O", "C", "C", "H", "H", "H", "H", "H", "H", "H", "H", "H", "H", "H", "H"],
  "positions_angstrom": [[-0.105169, 1.576462, 2.070138], [-0.813678, 2.995666, 3.907756], [-0.544266, 4.309670, 2.827009], [-0.024076, 3.748595, 1.288589], [-0.716380, 5.652594, 3.163135], [-1.147887, 6.047975, 4.458084], [-1.505724, 6.402359, 5.497874], [-0.479107, 6.693416, 2.225238], [-0.290738, 7.559003, 1.483601], [2.368655, -1.364759, 2.181754], [2.814049, 0.266354, 3.081379], [3.032040, -0.230695, 4.923806], [4.532279, 0.864127, 2.456782], [1.780772, 1.561491, 3.044812], [3.175223, -2.073414, 2.380502], [2.267018, -1.191283, 1.114000], [1.425465, -1.735791, 2.574959], [3.837285, -0.954984, 5.046991], [2.084641, -0.659436, 5.252039], [3.237461, 0.671842, 5.496396], [5.252613, 0.047631, 2.415539], [4.875992, 1.641566, 3.137406], [4.391289, 1.299835, 1.468147], [-2.193151, 1.558813, 1.681018], [-2.514096, 2.518560, 1.781015], [-2.619735, 1.006490, 2.420379], [-2.496070, 1.204040, 0.780020], [0.896090, 0.977125, 0.301730], [1.671464, 1.014796, -0.689592], [2.468593, 0.996754, -1.789564], [2.257798, 2.024278, -2.825535], [3.254231, 2.377726, -3.747541], [3.055257, 3.380186, -4.685624], [1.857000, 4.077866, -4.735124], [0.862430, 3.752120, -3.818590], [1.055010, 2.746739, -2.888821], [3.434660, -0.096142, -1.964069], [3.710989, -0.654057, -3.223715], [4.578553, -1.723521, -3.370212], [5.200238, -2.295292, -2.265547], [4.927387, -1.771039, -1.008741], [4.069808, -0.692485, -0.866363], [4.211493, 1.872917, -3.713025], [3.855602, 3.626996, -5.375259], [1.704129, 4.866728, -5.461518], [-0.077279, 4.291985, -3.823177], [0.269639, 2.512986, -2.179999], [3.215564, -0.247725, -4.096039], [4.757722, -2.128493, -4.360286], [5.872879, -3.136223, -2.381808], [5.391738, -2.202676, -0.128498], [3.867305, -0.291543, 0.118109], [-0.252513, -0.386406, 3.333486], [-1.321345, -1.499538, 4.209541], [-2.559785, -1.189521, 3.030033], [-0.704683, -2.797890, 3.237402], [-2.344941, -2.596502, 5.064759], [-0.026307, -1.756968, 5.340304], [-1.898086, -0.166187, 5.142623], [-6.132123, -2.036184, -1.729069], [-4.961098, -2.906804, -2.206656], [-4.717994, -2.648265, -3.700043], [-5.363022, -4.372476, -2.040693], [-3.704015, -2.552110, -1.410239], [-3.045259, -3.470223, -0.602142], [-1.898903, -3.137659, 0.133138], [-1.429901, -1.854940, 0.026600], [-0.352537, -1.288023, 0.619268], [-0.341015, 0.085028, 0.219528], [-1.450910, 0.283712, -0.688039], [-2.084034, -0.918361, -0.769892], [-3.207452, -1.237496, -1.489305], [-7.040699, -2.273760, -2.290790], [-5.917948, -0.975442, -1.863406], [-6.324815, -2.204561, -0.668015], [-5.609591, -2.901745, -4.281520], [-3.884151, -3.252901, -4.062100], [-4.476699, -1.602227, -3.890505], [-6.254888, -4.574836, -2.639305], [-5.595373, -4.608555, -1.000761], [-4.571032, -5.044622, -2.376498], [-3.421379, -4.480130, -0.515658], [-1.414243, -3.850646, 0.785745], [-3.686283, -0.479875, -2.097391]],
  "forces_ev_per_angstrom": [[0.0, -0.1, 0.3], [0.0, -0.1, 0.0], [0.0, 0.0, 0.0], [0.0, 0.1, 0.0], [0.0, 0.0, 0.0], [0.0, 0.0, 0.0], [0.0, 0.0, 0.0], [0.0, 0.0, 0.0], [0.0, 0.0, 0.0], [0.0, 0.0, -0.1], [-0.1, 0.0, 0.2], [0.0, 0.0, 0.0], [0.0, 0.1, 0.0], [0.2, 0.1, -0.2], [0.0, 0.0, 0.0], [0.0, 0.0, 0.1], [0.0, 0.0, 0.0], [0.0, 0.0, 0.0], [0.0, 0.0, 0.0], [0.0, 0.0, 0.0], [0.0, 0.0, 0.0], [0.0, 0.0, 0.0], [0.0, 0.0, 0.0], [0.0, 0.1, 0.0], [0.0, 0.0, 0.0], [0.0, 0.0, -0.1], [0.0, 0.1, 0.0], [-0.4, -0.2, -0.2], [0.3, -0.1, 0.3], [-0.1, 0.1, -0.2], [0.0, 0.0, 0.0], [0.0, 0.0, 0.0], [0.0, 0.0, 0.0], [0.0, 0.0, 0.0], [0.0, 0.0, 0.0], [0.0, 0.0, 0.0], [-0.1, 0.0, 0.0], [0.0, 0.0, 0.0], [0.0, 0.0, 0.0], [0.0, 0.0, 0.0], [0.0, 0.0, 0.0], [0.0, 0.0, 0.1], [0.0, 0.0, 0.0], [0.0, 0.0, 0.0], [0.0, 0.0, 0.0], [0.0, 0.0, 0.0], [0.0, 0.0, 0.0], [0.0, 0.0, 0.0], [0.0, 0.0, 0.0], [0.0, 0.0, 0.0], [0.0, 0.0, 0.0], [0.1, 0.0, -0.1], [0.1, 0.0, 0.0], [-0.1, 0.1, 0.0], [0.0, 0.0, 0.0], [0.0, 0.0, 0.0], [0.0, 0.0, 0.0], [0.0, 0.0, 0.0], [0.0, -0.1, 0.0], [0.0, 0.0, 0.0], [0.0, 0.0, 0.0], [0.0, 0.0, 0.0], [0.0, 0.0, 0.0], [0.0, 0.0, 0.0], [0.0, 0.0, 0.0], [0.0, 0.0, 0.0], [0.0, 0.0, 0.1], [0.0, 0.0, 0.0], [0.1, 0.0, -0.2], [0.0, 0.0, 0.0], [0.0, 0.0, 0.0], [0.0, 0.0, 0.0], [0.0, 0.0, 0.0], [0.0, 0.0, 0.0], [0.0, 0.0, 0.0], [0.0, 0.0, 0.0], [0.0, 0.0, 0.0], [0.0, 0.0, 0.0], [0.0, 0.0, 0.0], [0.0, 0.0, 0.0], [0.0, 0.0, 0.0], [0.0, 0.0, 0.0], [0.0, 0.0, 0.0], [0.0, 0.0, 0.0]],
  "lowdin_charge": [0.6795, 0.5866, -1.1180, 0.6251, -0.4057, -0.2907, 0.1037, -0.2877, 0.1056, -0.1831, 1.0127, -0.1954, -0.2042, -0.6151, 0.0466, 0.0167, 0.0171, 0.0335, 0.0201, 0.0397, 0.0343, 0.0365, 0.0336, -0.0366, 0.0300, 0.0454, 0.0518, -0.1320, -0.0136, -0.1700, -0.1752, -0.0648, -0.1198, -0.1329, -0.0992, -0.0237, -0.1745, -0.0544, -0.1120, -0.1332, -0.1046, -0.0487, 0.1009, 0.0871, 0.0821, 0.0957, 0.1091, 0.1071, 0.0897, 0.0821, 0.0911, 0.0607, -0.3238, 0.7331, -0.2350, -0.2390, -0.2500, -0.2547, -0.2467, -0.0548, -0.5658, -0.0573, -0.0825, -0.1883, -0.0385, 0.0193, -0.2095, 0.1328, -0.6885, 0.1195, -0.1959, 0.0489, 0.0767, 0.0754, 0.0897, 0.0763, 0.0882, 0.0744, 0.0769, 0.0826, 0.0823, 0.0904, 0.1144, 0.1200],
  "homo_lumo_gap_ev": 5.428,
  "total_charge": -2,
  "energy_ev": -207268.967
}